No. 1
The following is a quantum chemistry calculation of 3 unconnected molecules or ions with the total composition C4H9N2S at a distorted geometry, from the OMol25 dataset.

CARTESIAN COORDINATES (ANGSTROEM)
C1 -2.625 2.572 0.021
C2 -1.433 -1.030 -0.021
C3 0.113 0.050 1.429
C4 0.861 -1.482 -0.360
N1 -2.314 1.476 0.080
N2 -0.235 -0.809 0.314
S1 -2.849 -1.423 -0.417
H1 -2.904 3.593 -0.034
H2 3.381 0.696 -2.532
H3 0.904 0.735 1.126
H4 -0.755 0.624 1.748
H5 0.472 -0.559 2.261
H6 1.575 -0.743 -0.725
H7 1.367 -2.143 0.347
H8 0.497 -2.071 -1.199
H9 3.944 0.516 -2.038

Its total charge is +1. For the HOMO energy, the calculation gives -0.535 Eh. The total energy comes out at -18099.894 eV. The calculation puts the energy above the lowest of the compared OMol25 structures with the same formula, charge and spin at 83.8 kcal/mol.

=====

No. 2
The following is a quantum chemistry calculation of a molecular structure, C3H10N2S at a distorted geometry, from the OMol25 dataset.

CARTESIAN COORDINATES (ANGSTROEM)
C1 -1.068 2.025 -2.004
C2 -0.847 0.781 -1.141
S1 -0.385 1.177 0.576
H1 -0.638 2.911 -1.534
H2 -0.496 1.938 -2.924
H3 -2.126 2.169 -2.164
H4 -1.756 0.177 -1.153
H5 -0.065 0.160 -1.571
N1 1.958 -1.143 1.126
C3 0.983 -1.903 1.625
N2 -0.191 -1.445 1.834
H6 1.787 -0.163 0.932
H7 2.913 -1.405 1.346
H8 1.288 -2.929 1.828
H9 -0.947 -2.103 1.988
H10 -0.410 -0.247 1.237

For the HOMO energy, the calculation gives -0.280 Eh. The total energy comes out at -17087.891 eV. The calculation puts the energy above the lowest of the compared OMol25 structures with the same formula, charge and spin at 16.5 kcal/mol.

=====

No. 3
The following is a quantum chemistry calculation of N2 in the gas phase at a distorted geometry, from the OMol25 dataset.

CARTESIAN COORDINATES (ANGSTROEM)
N1 0.000 0.000 0.529
N2 0.000 0.000 -0.529

For the HOMO energy, the calculation gives -0.546 Eh. The total energy comes out at -2980.993 eV. The calculation puts the energy above the lowest of the compared OMol25 structures with the same formula, charge and spin at 2.0 kcal/mol.